# C24H34Cl4N6O11P2PbS2

A molecular structure, C24H34Cl4N6O11P2PbS2 (wB97M-V/def2-TZVPD, OMol25).

Structure (XYZ):
```
84
Properties=species:S:1:pos:R:3:forces:R:3:mulliken_charge:R:1
Pb 0.0322 -0.2210 -0.7308 0.2 0.0 0.2 2.54
C -1.2563 2.3848 3.9221 0.0 0.0 0.0 -1.05
N -1.2965 1.2820 2.9786 -0.1 0.0 0.0 0.90
C -2.4757 1.2580 2.1178 0.0 0.0 0.0 -0.86
P -0.3437 -0.0488 3.1151 0.0 0.1 -0.2 -0.28
O -0.3753 -0.8632 1.8878 0.0 -0.1 0.0 -0.76
O 1.0911 0.5923 3.4823 0.1 -0.2 0.1 0.39
P 2.2908 0.8529 2.4120 -0.1 0.2 -0.1 -0.43
O 1.7931 1.4405 1.1531 0.0 0.0 0.0 -0.32
N 3.3069 1.8762 3.1882 0.1 0.0 0.0 0.31
C 3.9461 1.4876 4.4326 0.1 0.0 0.0 -1.06
C 3.2361 3.3105 2.9489 0.0 0.0 0.0 -0.97
N 3.0612 -0.5948 2.3322 -0.1 0.0 -0.1 0.46
C 3.9415 -0.7358 1.1651 0.0 0.0 0.1 -1.03
C 2.4971 -1.8656 2.7795 0.1 0.0 0.0 -0.77
N -0.6210 -0.9713 4.4520 0.1 -0.1 0.1 0.42
C -0.5184 -0.4021 5.7864 0.0 0.0 0.0 -0.95
C -1.6052 -2.0456 4.3318 0.0 0.0 0.0 -0.98
H -1.3317 3.3295 3.3778 0.0 0.0 0.0 0.34
H -0.3164 2.3913 4.4702 0.0 0.0 0.0 0.21
H -2.0830 2.3377 4.6388 0.0 0.0 0.0 0.29
H -2.5152 2.1859 1.5414 0.0 0.0 0.0 0.22
H -3.3961 1.1741 2.7045 0.0 0.0 0.0 0.28
H -2.4291 0.4231 1.4221 0.0 0.0 0.0 0.05
H 4.0135 0.4038 4.4963 0.0 0.0 0.0 0.26
H 3.3893 1.8614 5.2989 0.0 0.0 0.0 0.29
H 4.9591 1.8932 4.4744 0.0 0.0 0.0 0.37
H 2.5420 3.5168 2.1388 0.0 0.0 0.0 0.22
H 4.2196 3.6988 2.6746 0.0 0.0 0.0 0.29
H 2.8975 3.8346 3.8482 0.0 0.0 0.0 0.31
H 4.3270 0.2347 0.8572 0.0 0.0 0.0 0.36
H 3.4121 -1.1744 0.3162 0.0 0.0 0.0 0.27
H 4.7844 -1.3754 1.4311 0.0 0.0 0.0 0.35
H 1.9189 -1.7355 3.6905 0.0 0.0 0.0 0.19
H 3.3244 -2.5450 2.9927 0.0 0.0 0.0 0.43
H 1.8555 -2.3189 2.0200 0.0 0.0 0.0 0.20
H 0.2918 0.3236 5.8311 0.0 0.0 0.0 0.19
H -0.2942 -1.1996 6.4971 0.0 0.0 0.0 0.40
H -1.4484 0.0828 6.1044 0.0 0.0 0.0 0.27
H -1.6023 -2.4415 3.3196 0.0 0.0 0.0 0.24
H -2.6158 -1.7016 4.5771 0.0 0.0 0.0 0.29
H -1.3379 -2.8463 5.0234 0.0 0.0 0.0 0.35
O -2.8487 -3.1142 -0.5440 -0.1 0.0 0.0 -0.74
S -3.1516 -1.8668 -1.1868 0.2 -0.1 0.2 1.68
O -4.4969 -1.3601 -1.0686 0.0 0.0 0.0 -0.76
O -2.1933 -0.7813 -0.8142 0.0 0.1 -0.2 -0.65
C -2.9208 -2.1666 -2.9501 0.0 -0.1 -0.1 -0.05
C -4.0303 -1.8729 -3.7361 0.1 0.0 0.0 -0.39
C -4.0796 -2.2190 -5.0774 -0.1 0.0 0.0 -0.66
C -3.0206 -2.8905 -5.6574 0.0 0.0 -0.1 -0.65
C -1.8977 -3.1714 -4.9009 0.0 0.0 0.1 -1.05
C -1.8315 -2.7991 -3.5614 -0.1 0.1 0.0 0.37
S -0.2492 -3.2194 -2.8592 0.0 0.0 0.1 1.60
O -0.0398 -4.6102 -3.0863 0.0 0.0 0.0 -0.79
O 0.7322 -2.4805 -3.8313 -0.1 -0.2 -0.1 -0.52
O -0.0602 -2.7036 -1.5276 -0.1 0.1 0.0 -0.79
H -4.8712 -1.3963 -3.2554 0.0 0.0 0.0 0.58
H -4.9609 -1.9830 -5.6597 0.0 0.0 0.0 0.41
H -3.0571 -3.1881 -6.6969 0.0 0.0 0.0 0.41
H -1.0529 -3.6771 -5.3481 0.0 0.0 0.0 0.47
Cl 1.8293 -0.3361 -7.7498 0.0 0.0 0.1 -0.19
C 1.9097 -0.6631 -6.0609 0.1 0.0 0.0 0.13
C 3.2360 -1.0008 -5.4895 -0.1 0.0 -0.1 0.54
Cl 4.5337 -1.2308 -6.5792 0.0 0.0 0.0 -0.17
C 3.4371 -1.0986 -4.1662 0.0 0.0 0.1 -0.48
Cl 4.9724 -1.4113 -3.4672 -0.1 0.0 0.0 -0.17
C 2.3202 -0.8768 -3.2312 0.0 0.0 0.0 -0.28
O 2.4872 -0.7145 -2.0462 0.0 0.0 0.0 -0.20
C 0.8766 -0.8970 -3.7991 0.0 0.3 -0.1 1.59
O 0.0027 -0.2812 -3.0930 0.0 0.0 0.0 -0.89
C 0.8259 -0.5865 -5.2875 -0.1 -0.1 0.0 -0.48
Cl -0.7085 -0.1443 -5.8905 0.1 0.0 0.0 -0.12
C -3.2974 2.0807 -1.6859 0.0 0.0 0.0 -0.78
C -2.0017 2.7617 -1.4187 -0.2 -0.1 -0.1 -0.11
N -0.8639 2.2008 -1.0748 0.1 -0.1 0.0 0.88
C 0.0673 3.2152 -0.9600 -0.1 0.0 0.0 -0.69
C -0.5227 4.4041 -1.2377 0.0 0.0 0.0 -0.76
N -1.8376 4.1010 -1.5231 0.0 0.0 0.0 -0.04
H -3.2396 1.0346 -1.3910 0.0 0.1 0.0 -0.31
H -3.5402 2.1240 -2.7491 0.0 0.0 0.0 0.41
H -4.1063 2.5587 -1.1311 0.0 0.0 0.0 0.41
H 1.0803 3.0078 -0.6629 0.0 0.0 0.0 0.38
H -0.1439 5.4094 -1.2590 0.0 0.0 0.0 0.42
H -2.5558 4.7531 -1.7858 0.0 0.0 0.0 0.19
```
Forces are in eV/Å.

Results
2S+1: 1
HOMO energy (eV): -8.815
Total charge: 0

# H2NO3S

A gas-phase ion, H2NO3S (charge -1) (wB97M-V/def2-TZVPD, OMol25).

Structure (XYZ):
```
7
Properties=species:S:1:pos:R:3:forces:R:3:mulliken_charge:R:1
N -0.7293 0.1561 -0.1802 -0.6 -2.1 0.6 -0.18
O 1.2327 -1.1963 -0.4138 0.7 -6.2 -0.6 -0.52
O 1.6278 0.5985 1.2007 -0.1 -0.2 1.0 -0.55
O -1.6547 0.9461 -0.6561 -1.0 1.8 -1.9 -0.76
S 1.2982 0.1680 -0.1501 -0.2 6.0 -0.8 0.47
H -0.9878 0.1909 0.8148 1.1 -1.2 0.4 0.26
H -0.7870 -0.8634 -0.6154 0.2 1.9 1.3 0.29
```
Forces are in eV/Å.

Results
2S+1: 1
HOMO energy (eV): -2.953
Total charge: -1

Quick rundown of frontier orbital gap, same order as above: 7.9; 7.0 eV
Quick rundown of max |F|, same order as above: 0.33; 6.24 eV/A
Quick rundown of total energy, same order as above: -152494.3482; -18498.6922 eV